No. 1
C48H39F10N6O5SW as an isolated structure, computed with wB97M-V/def2-TZVPD.

Structure (XYZ):
```
110
Properties=species:S:1:pos:R:3:forces:R:3:mulliken_charge:R:1
W 0.00423 -0.74414 -0.12473 -0.443 -0.086 -0.656 2.755
C -3.12004 -1.43301 1.21447 0.083 0.093 -0.101 -1.039
N -1.68285 -1.17894 1.47564 0.376 -0.025 0.027 0.067
C -1.13412 -2.43320 2.02490 0.028 0.093 0.189 -0.962
C -0.91125 -3.37236 0.82731 -0.162 0.061 -0.063 -1.168
N -0.68379 -2.58735 -0.41936 -0.048 -0.120 -0.023 1.328
C -0.89298 -3.36632 -1.59498 -0.077 -0.032 0.026 -0.566
C -2.13489 -3.96877 -1.86363 0.074 0.051 0.160 0.227
F -3.15585 -3.84785 -1.00135 0.059 0.071 0.121 -0.518
C -2.42080 -4.66508 -3.01957 0.041 -0.002 -0.084 0.366
F -3.63280 -5.18029 -3.20315 -0.003 0.020 -0.003 -0.377
C -1.45647 -4.79145 -4.00210 0.003 -0.057 -0.007 0.801
F -1.71848 -5.43790 -5.13222 0.004 0.050 0.054 -0.333
C -0.22261 -4.21741 -3.78493 0.049 -0.020 -0.039 0.312
F 0.72271 -4.30319 -4.72100 -0.026 0.006 0.010 -0.350
C 0.05070 -3.53179 -2.60993 -0.006 0.038 -0.016 -0.082
F 1.25822 -2.97792 -2.55305 0.059 0.061 0.065 -0.448
C -1.53696 0.07235 2.24074 0.095 -0.020 0.092 0.429
C -1.88218 1.17845 1.25622 -0.139 -0.159 0.013 -1.303
N -1.24527 0.87507 -0.04634 -0.124 -0.186 0.043 1.320
C -1.54569 1.83714 -1.03111 0.018 -0.005 -0.021 -0.540
C -2.85060 2.23683 -1.34664 -0.107 -0.028 0.077 0.424
F -3.90367 1.73470 -0.68133 0.094 -0.140 -0.134 -0.421
C -3.14336 3.14626 -2.34813 -0.039 0.013 -0.030 0.448
F -4.40791 3.46431 -2.59856 0.037 -0.002 0.003 -0.303
C -2.12744 3.70662 -3.10082 0.003 0.033 0.010 0.739
F -2.39656 4.56852 -4.07302 0.014 -0.050 0.045 -0.313
C -0.82260 3.35868 -2.80663 0.063 0.014 -0.006 0.017
F 0.18727 3.89306 -3.49395 -0.031 -0.003 0.008 -0.312
C -0.55544 2.46521 -1.78579 0.115 -0.052 -0.082 -0.624
F 0.74652 2.20616 -1.54628 -0.159 0.027 -0.067 -0.199
H -3.58427 -1.72264 2.16098 -0.001 0.023 0.003 0.242
H -3.24637 -2.23413 0.49964 0.032 -0.121 -0.055 0.267
H -3.63222 -0.55164 0.84593 0.049 0.069 -0.072 0.346
H -1.82707 -2.89177 2.73608 -0.069 0.025 -0.026 0.698
H -0.22538 -2.19807 2.56749 -0.223 -0.121 -0.059 0.075
H -1.77810 -4.01819 0.71145 -0.031 -0.057 -0.038 0.979
H -0.05086 -4.02179 1.00113 0.008 0.050 0.007 0.563
H -0.50265 0.12184 2.58082 -0.114 0.080 0.047 -1.133
H -2.18648 0.11549 3.12078 -0.059 -0.043 -0.017 0.606
H -1.55256 2.14859 1.62828 0.084 -0.022 0.045 0.365
H -2.96348 1.25172 1.15769 0.018 0.074 0.017 1.018
O -5.78903 -2.47053 -5.65256 0.022 0.005 0.000 -0.475
C -5.68875 -1.86345 -4.45538 -0.014 -0.019 0.006 0.457
O -6.66769 -1.60248 -3.82034 0.021 0.006 -0.009 -0.530
C -4.30799 -1.53250 -3.95881 -0.020 -0.016 -0.034 0.655
C -3.18519 -1.43921 -4.77261 -0.018 0.005 -0.045 -1.536
C -1.94644 -1.11120 -4.24920 0.009 -0.078 0.041 -0.808
C -1.80449 -0.86381 -2.88114 0.041 -0.018 -0.043 1.137
C -2.92760 -0.95885 -2.08183 -0.040 0.240 0.024 0.507
C -4.16554 -1.27845 -2.60434 -0.019 0.065 0.051 -0.916
N -0.51753 -0.58298 -2.26488 0.164 0.031 0.181 0.583
C 0.45076 -0.34769 -3.09921 -0.022 0.047 0.025 -0.977
C 1.75867 -0.24484 -2.58497 -0.089 -0.060 0.043 0.514
C 2.86137 -0.01613 -3.40906 0.058 0.021 -0.014 -0.840
C 4.11136 0.04470 -2.85217 -0.009 0.008 -0.050 -1.357
C 4.20720 -0.10931 -1.46967 -0.021 -0.003 0.040 -0.790
C 3.07929 -0.32222 -0.71729 -0.012 -0.023 -0.063 0.057
N 1.83484 -0.42143 -1.24706 0.195 -0.006 0.008 0.636
H -4.92542 -2.72799 -5.99504 -0.009 -0.008 0.009 0.305
H -3.25052 -1.60112 -5.84217 -0.006 -0.002 -0.003 0.371
H -1.11669 -1.09086 -4.93831 0.004 -0.030 0.011 0.412
H -2.81818 -0.75898 -1.03798 -0.027 0.050 0.228 -1.236
H -5.03926 -1.33311 -1.96829 0.008 0.001 0.002 0.562
H 0.30124 -0.26388 -4.16451 -0.039 0.028 0.028 0.612
H 2.70338 0.10230 -4.47217 -0.010 -0.004 -0.002 0.578
H 4.98977 0.20910 -3.46003 0.002 0.000 0.004 0.504
H 5.16471 -0.06280 -0.96926 0.003 0.003 -0.008 0.569
H 3.14422 -0.40970 0.35014 -0.011 -0.045 -0.002 0.044
O 1.27697 -0.56620 3.23214 0.110 -0.065 0.043 -0.288
C 1.88643 -1.31476 2.49391 0.115 0.134 -0.042 -0.597
C 3.17583 -2.00128 2.89167 -0.042 -0.099 0.022 -1.068
C 3.34901 -3.08569 1.84462 -0.018 0.004 0.027 -0.683
C 2.25438 -2.80795 0.83060 0.094 0.055 -0.026 -0.423
O 2.07365 -3.46316 -0.16292 0.013 0.004 -0.034 -0.446
N 1.49490 -1.69039 1.21434 -0.086 0.064 0.035 1.460
H 3.08185 -2.36529 3.91278 0.026 0.001 0.009 0.545
H 3.97066 -1.25161 2.88909 -0.005 0.008 -0.033 0.103
H 3.20085 -4.09073 2.23968 0.007 -0.003 -0.002 0.315
H 4.30743 -3.08524 1.32682 0.002 0.021 0.009 0.331
O 1.33393 0.88941 0.95334 -0.058 0.129 0.236 -1.265
S 1.08601 2.36205 1.26951 0.120 0.086 -0.046 0.789
C 1.33109 2.58613 3.05634 0.012 -0.071 0.015 -1.240
C 0.06074 2.68915 3.85579 0.017 -0.044 0.000 0.610
C -0.16143 1.82611 4.92274 -0.016 -0.061 -0.076 -0.126
C -1.29965 1.96166 5.70564 -0.042 -0.005 -0.011 -0.889
C -2.22808 2.95366 5.42398 0.020 -0.013 0.012 -0.518
C -2.00751 3.82444 4.36481 0.027 -0.004 -0.021 -0.802
C -0.86331 3.69713 3.59214 -0.025 0.020 -0.005 -0.180
C 2.58972 3.22268 0.68105 0.008 -0.002 -0.019 -1.076
C 3.81114 3.12502 1.54577 0.014 0.028 -0.027 -0.053
C 4.18412 4.20060 2.34794 0.018 0.018 -0.013 -0.441
C 5.29458 4.11570 3.17426 0.006 -0.012 0.002 -0.839
C 6.04900 2.95178 3.20676 -0.002 0.010 -0.006 -0.572
C 5.69730 1.88178 2.39614 -0.011 0.003 -0.007 -1.069
C 4.58759 1.97134 1.56914 0.002 -0.015 0.022 0.475
H 1.90590 3.50839 3.14875 -0.012 0.004 -0.015 0.792
H 1.96110 1.75568 3.37811 -0.007 0.024 -0.001 0.333
H 0.55324 1.03923 5.12763 0.008 -0.003 0.004 0.512
H -1.46060 1.28970 6.53853 -0.002 -0.001 -0.001 0.428
H -3.11482 3.05744 6.03505 0.000 0.000 0.000 0.424
H -2.71862 4.61123 4.14995 -0.001 -0.004 0.000 0.432
H -0.68850 4.39359 2.77799 0.007 0.003 -0.007 0.466
H 2.27403 4.26165 0.56276 -0.009 -0.001 -0.004 0.687
H 2.73562 2.80104 -0.31400 0.008 0.001 0.021 0.263
H 3.60852 5.11956 2.31857 -0.009 -0.007 0.000 0.456
H 5.57392 4.96140 3.78807 -0.001 0.001 0.003 0.420
H 6.91633 2.88496 3.84952 0.001 0.000 0.000 0.410
H 6.29840 0.98130 2.39928 -0.006 -0.003 0.004 0.438
H 4.32623 1.15013 0.91893 0.010 -0.002 0.040 0.449
```
Forces are in eV/Å.

Summary:
Gap between HOMO and LUMO (alpha / beta): 6.26 / 6.25 eV
Multiplicity: 1
Energy above the lowest of the compared OMol25 structures with the same formula, charge and spin: 0.00 kcal/mol
Charge: +1

---

No. 2
C48H39N7PtS4 as an isolated structure in a non-equilibrium geometry, computed with wB97M-V/def2-TZVPD.

Structure (XYZ):
```
99
Properties=species:S:1:pos:R:3:forces:R:3:mulliken_charge:R:1
Pt 2.10740 0.15355 0.90371 -0.783 0.171 -0.057 0.471
N 0.19562 0.48406 1.43677 -0.621 0.858 0.156 -0.431
S -0.89371 1.35870 0.95660 0.168 -0.743 -0.021 1.383
N -2.02965 0.59433 0.03041 -0.530 -0.002 -0.228 0.024
S -2.05086 0.37589 -1.49832 0.518 -0.122 0.160 1.250
N -0.73337 0.02675 -2.24918 -0.446 0.068 -0.292 0.128
S 0.51884 -0.83695 -1.63981 0.556 0.574 0.061 0.723
N 1.57551 -0.01422 -0.99888 -0.347 -0.776 -0.559 -0.099
C 1.18978 -1.54986 -3.14107 -0.387 0.087 0.178 -0.303
C 0.87489 -1.03924 -4.38487 -0.161 0.134 0.116 0.211
C 1.45398 -1.60329 -5.50856 0.063 0.038 0.033 -0.896
C 2.33604 -2.66327 -5.37333 -0.064 0.001 -0.046 -0.508
C 2.64687 -3.16487 -4.11680 0.049 0.065 0.093 -0.836
C 2.07820 -2.60099 -2.98800 -0.066 0.058 0.171 -0.368
C -0.31656 -2.21479 -0.82936 0.321 0.252 -0.343 0.810
C -1.04280 -3.02253 -1.68563 -0.073 -0.332 -0.050 -0.507
C -1.79894 -4.05356 -1.15861 0.105 -0.017 -0.059 -0.903
C -1.83139 -4.25121 0.21466 0.064 0.004 0.060 -0.786
C -1.09005 -3.43722 1.05746 0.024 -0.011 -0.068 -0.804
C -0.31524 -2.41351 0.53611 0.282 0.251 0.272 0.356
C -2.69228 1.77386 -2.42616 0.247 -0.296 -0.013 0.752
C -2.04933 2.19987 -3.57469 0.152 -0.139 -0.038 -0.047
C -2.58690 3.25096 -4.29936 -0.062 -0.001 0.093 -0.874
C -3.74700 3.86900 -3.85905 0.052 -0.051 -0.033 -0.663
C -4.38361 3.43013 -2.70797 0.005 -0.089 0.095 -0.930
C -3.86134 2.37038 -1.98712 -0.048 -0.112 0.166 -0.737
C -3.25920 -0.92823 -1.70678 -0.078 0.273 0.220 0.504
C -3.46504 -1.42796 -2.98213 0.043 0.124 -0.121 -0.770
C -4.38255 -2.44869 -3.16005 0.078 0.070 -0.033 -0.787
C -5.08309 -2.95149 -2.07269 0.007 0.016 0.115 -0.633
C -4.86843 -2.43906 -0.80219 0.009 -0.028 -0.100 -0.793
C -3.94902 -1.42055 -0.61354 0.103 0.200 0.152 -0.321
C -0.61399 2.84849 -0.04810 -0.093 -0.249 0.450 0.623
C -1.43299 3.94860 0.12324 -0.130 0.231 0.139 -0.599
C -1.31778 5.02024 -0.74876 -0.011 -0.041 0.009 -0.835
C -0.39284 4.98202 -1.78044 0.031 0.049 -0.012 -0.666
C 0.43189 3.87963 -1.93135 -0.046 -0.007 0.093 -0.928
C 0.32056 2.80254 -1.06721 0.376 -0.158 -0.018 0.140
C -1.95883 1.79906 2.33571 0.150 0.082 -0.275 0.061
C -3.28059 2.16236 2.14304 -0.100 0.003 -0.096 -0.179
C -4.04931 2.51750 3.24049 -0.049 -0.038 -0.152 -0.787
C -3.51120 2.46620 4.51839 0.029 0.040 -0.069 -0.633
C -2.19051 2.08367 4.69962 -0.051 -0.040 -0.063 -0.802
C -1.40519 1.76291 3.60362 0.249 0.015 -0.159 -0.691
H 0.19067 -0.21048 -4.45666 -0.111 0.054 -0.120 0.337
H 1.21399 -1.20512 -6.48176 0.012 -0.005 -0.120 0.475
H 2.77828 -3.10074 -6.25434 0.071 -0.071 -0.069 0.437
H 3.33928 -3.98565 -4.01364 0.044 -0.084 -0.002 0.445
H 2.30098 -2.95712 -1.99240 0.121 -0.167 0.038 0.547
H -1.00190 -2.84647 -2.75006 -0.071 -0.093 -0.109 0.450
H -2.34587 -4.70345 -1.82304 -0.105 -0.067 -0.033 0.519
H -2.42255 -5.05150 0.63194 -0.073 -0.097 0.014 0.464
H -1.09629 -3.59541 2.12490 -0.051 -0.062 0.088 0.515
H 0.26651 -1.76650 1.18414 -0.158 -0.186 -0.126 -0.195
H -1.14229 1.70444 -3.87784 0.111 0.025 -0.109 0.402
H -2.10397 3.58384 -5.20484 0.073 0.030 -0.059 0.503
H -4.16456 4.69134 -4.41769 -0.048 0.088 -0.079 0.448
H -5.29221 3.90681 -2.37863 -0.113 0.049 0.063 0.491
H -4.34922 1.99835 -1.09937 -0.163 0.013 0.118 0.204
H -2.90639 -1.02974 -3.81562 0.047 0.027 -0.171 0.427
H -4.54869 -2.85441 -4.14556 -0.017 -0.012 -0.106 0.471
H -5.79706 -3.74870 -2.21416 -0.066 -0.053 -0.034 0.450
H -5.41227 -2.83460 0.04197 -0.035 -0.014 0.073 0.503
H -3.74652 -1.00778 0.36143 -0.042 -0.015 0.150 0.530
H -2.14322 3.98334 0.93364 -0.057 0.095 0.027 0.513
H -1.94787 5.88630 -0.61632 -0.060 0.065 0.024 0.478
H -0.30441 5.81803 -2.45855 -0.009 0.069 -0.033 0.445
H 1.16731 3.85006 -2.72183 0.046 0.002 -0.060 0.525
H 0.95733 1.93780 -1.19190 -0.030 0.103 0.019 0.443
H -3.68723 2.16202 1.14275 -0.137 0.037 0.013 0.411
H -5.07234 2.83102 3.09372 -0.071 -0.031 0.008 0.456
H -4.12748 2.73386 5.36530 0.029 -0.015 0.047 0.428
H -1.77343 2.03014 5.69204 0.077 0.039 0.109 0.465
H -0.36737 1.48602 3.70219 0.096 -0.063 0.119 0.440
N 4.81388 -0.57681 3.95705 -0.050 0.215 0.045 -0.009
C 4.26018 -1.22733 5.03095 -0.258 -0.078 -0.004 0.104
C 5.07424 -1.65652 6.08442 -0.008 -0.081 0.146 -0.778
C 4.54766 -2.41419 7.10635 0.109 0.187 -0.324 -0.591
C 3.19451 -2.75818 7.10073 -0.284 0.083 -0.137 -0.739
C 2.36491 -2.29762 6.09849 0.015 -0.171 0.301 -0.709
C 2.88339 -1.51714 5.06942 0.028 0.599 -0.670 1.022
S 1.79352 -0.81387 3.88621 0.937 -0.094 -0.090 0.223
N 2.80361 -0.13116 2.74840 -1.140 -0.167 1.051 -0.203
C 4.17068 -0.25028 2.79245 0.995 -0.224 -0.122 -0.037
C 4.85491 -0.00547 1.58485 0.178 0.002 -0.241 1.295
C 6.25711 0.14702 1.43281 -0.297 -0.083 0.166 -1.034
C 6.77202 0.56063 0.23391 -0.314 0.015 -0.195 -0.467
C 5.90127 0.79548 -0.84556 0.209 -0.085 0.336 -0.936
C 4.55641 0.56160 -0.67044 0.105 0.062 -0.407 0.045
N 4.03492 0.15558 0.48764 0.874 -0.027 0.397 0.113
H 5.81258 -0.43394 3.99284 -0.020 -0.014 -0.064 0.139
H 6.12190 -1.39507 6.07695 0.140 -0.019 -0.008 0.405
H 5.18842 -2.75824 7.90291 0.055 -0.007 0.063 0.423
H 2.80256 -3.37428 7.89350 -0.118 -0.046 0.046 0.415
H 1.31226 -2.53725 6.09518 -0.115 -0.044 0.079 0.443
H 6.91120 -0.03992 2.27075 0.113 0.036 0.041 0.248
H 7.83309 0.72002 0.11727 0.076 -0.031 0.028 0.444
H 6.27675 1.15718 -1.78815 -0.040 -0.029 -0.107 0.449
H 3.85084 0.70483 -1.47849 -0.040 -0.066 0.065 0.389
```
Forces are in eV/Å.

Summary:
<S²>: 2.03
Gap between HOMO and LUMO (alpha / beta): 6.51 / 5.82 eV
Multiplicity: 3
Energy above the lowest of the compared OMol25 structures with the same formula, charge and spin: 23.38 kcal/mol
Charge: +2